Entry 1:
Formula: C3H7N3O2
Source: the OMol25 dataset
Level of theory: wB97M-V/def2-TZVPD

```
15
Properties=species:S:1:pos:R:3:forces:R:3:lowdin_charge:R:1
C 3.12177 -0.26442 -0.55601 0.756 0.767 0.605 -0.063
C -0.22549 0.78194 -0.33386 -1.381 0.024 0.233 -0.054
C -1.34162 -0.02152 0.31738 0.631 0.920 0.520 -0.434
H 3.23748 0.67095 -1.13489 0.469 -0.912 -0.385 0.090
H 3.87208 -0.27680 0.26866 -0.506 -0.044 -0.652 0.095
H 3.19252 -1.23883 -1.09945 -0.441 0.995 0.184 0.097
H -0.76059 1.77532 -0.64196 1.583 -2.025 -0.950 0.141
H -0.60297 -1.70053 0.16924 -0.087 -0.215 0.930 0.075
H -2.43833 1.35747 1.23416 -0.581 -0.457 -0.779 0.146
H -3.30648 -0.94605 0.82769 -0.171 0.194 -0.146 0.057
N 0.98976 0.48507 -0.66966 -1.375 4.463 -1.495 -0.014
N -1.41113 -1.24485 0.61259 0.778 -0.934 -1.287 0.137
N -2.51855 0.74926 0.38781 -0.896 -0.194 0.974 -0.041
O 1.88977 -0.02035 0.12206 -0.270 -3.497 1.763 -0.159
O -3.69824 -0.10666 0.49624 1.489 0.915 0.485 -0.074
```
Forces are in eV/Å.

Properties
**Energy relative to the best compared isomer or geometry (same formula, charge and spin)**: 714.8 kJ/mol
**SMILES**: [H]/N=C(\C=N/OC)NO

---

Entry 2:
Formula: C3H7N3OS
Source: the OMol25 dataset
Level of theory: wB97M-V/def2-TZVPD

```
15
Properties=species:S:1:pos:R:3:forces:R:3:lowdin_charge:R:1
C 1.51068 0.47896 -0.12451 -0.530 0.378 -0.417 -0.208
C 0.41810 -0.58811 0.02235 0.219 -2.016 0.412 -0.429
C -1.34766 1.11964 0.09358 -1.923 0.329 -0.895 -0.312
H 3.14813 -0.05441 -1.02606 -0.086 -0.154 0.523 0.106
H 1.41986 1.05377 0.77760 0.000 0.689 0.414 0.114
H 1.31418 1.15442 -0.99409 0.191 -0.564 0.585 0.138
H 1.72537 -1.94883 0.34786 -1.688 0.339 -0.035 0.082
H -2.29587 -1.98215 0.96966 0.403 0.597 -0.535 -0.099
H -0.54367 1.84057 0.05802 0.320 -0.086 0.443 0.100
H -3.19853 0.82617 -0.07396 -0.208 -0.044 0.301 -0.015
N 0.66902 -1.80507 0.32942 1.609 0.784 -0.438 0.116
N -0.95598 -0.23175 -0.07967 0.442 0.821 0.299 -0.439
N -2.54520 1.59143 0.09001 1.722 -0.666 -0.060 0.075
O 2.83318 -0.03057 -0.10657 -0.429 -0.069 -0.851 -0.053
S -2.15160 -1.42405 -0.28365 -0.042 -0.339 0.253 0.824
```
Forces are in eV/Å.

Properties
**Energy relative to the best compared isomer or geometry (same formula, charge and spin)**: 203.2 kJ/mol
**SMILES**: [H]/N=C\N(S)/C(CO)=N/[H]

---

Entry 3:
Formula: C3H7N3OS
Source: the OMol25 dataset
Level of theory: wB97M-V/def2-TZVPD

```
15
Properties=species:S:1:pos:R:3:forces:R:3:lowdin_charge:R:1
C 1.55948 -1.12057 -1.32287 0.581 1.979 0.675 -0.040
C -0.20718 0.60128 -0.97275 1.383 1.226 2.918 -0.904
C -0.66043 1.21869 1.47942 -0.638 -0.878 0.275 -0.182
H 2.11433 -0.13115 -1.77881 -1.174 -2.923 0.979 0.111
H 2.10595 -1.57883 -0.43371 -0.177 0.281 -1.836 0.098
H 1.25861 -1.88151 -2.15640 0.046 1.652 1.788 0.110
H -0.87430 2.51572 -0.32902 0.701 -3.484 1.200 0.175
H -0.28186 2.10530 2.07612 -0.923 -1.319 -0.597 0.118
H -0.67396 -1.31352 0.66275 -1.473 0.957 1.508 0.082
H -1.49922 -1.74024 2.17115 0.023 1.763 -2.634 0.124
N -0.63576 1.48466 0.03626 -0.301 0.453 0.084 -0.019
N -1.08064 0.13271 2.10452 1.973 2.954 -1.822 -0.074
N -1.42203 -0.98292 1.36576 0.496 -2.802 1.806 -0.046
O 0.47597 -0.49507 -0.43113 -0.458 0.662 -2.750 -0.253
S -0.17896 1.18544 -2.47128 -0.060 -0.521 -1.594 0.700
```
Forces are in eV/Å.

Properties
**Energy relative to the best compared isomer or geometry (same formula, charge and spin)**: 371.9 kJ/mol
**SMILES**: COC(=S)N/C=N\N

---

Question: Look up the energy relative to the best compared isomer or geometry (same formula, charge and spin) of the third one.
Answer: 371.9 kJ/mol

---

Question: What is the formula in the first record?
Answer: C3H7N3O2

---

Question: The lowest energy relative to the best compared isomer or geometry (same formula, charge and spin) belongs to which entry?
Answer: number 2

---

Question: Which value of energy relative to the best compared isomer or geometry (same formula, charge and spin) does entry 3 give?
Answer: 371.9 kJ/mol